180
Properties=species:S:1:pos:R:3:mulliken_charge:R:1 method="wB97M-V/def2-TZVPD" e_homo_ha=-0.4020 gap_ha=0.2639 total_charge=+1
C 4.4785 -1.5546 4.9984 0.241
C 4.4468 -1.4264 3.8129 -0.722
C 4.4158 -1.0808 2.3128 -0.563
C 2.9177 -1.1642 1.7223 -0.119
C 2.2923 0.2718 1.9051 -2.578
C 0.7369 0.3962 2.1612 2.944
P 0.4460 -0.2197 3.9430 0.648
O -1.2125 -0.1122 4.2984 -0.514
O 0.8737 -1.7818 4.2302 -0.519
S 1.3692 0.8677 5.2591 -0.273
C 0.2986 1.9623 2.2495 -1.358
P 1.7279 3.2045 2.2346 0.068
S 1.0596 4.7818 3.2084 -0.335
N -0.8302 2.3024 1.3582 1.623
C -0.7043 3.2993 0.3184 -0.811
C -1.8566 3.6667 -0.6779 0.310
O -2.8600 2.7123 -0.9954 -0.594
C -2.6091 5.0269 -0.1899 -1.080
N -4.0585 5.0112 -0.4177 -0.501
C -1.8415 1.3661 1.5100 -1.849
N -3.0343 1.6745 2.0314 0.311
P -3.5108 3.2916 2.5815 0.073
O -3.1354 3.2715 4.2294 -0.184
Br -5.7587 3.4090 2.5339 -0.215
N -1.6336 0.0223 1.1945 -0.177
C -0.1730 -0.3747 1.0765 0.544
C -0.2863 -1.9422 1.3660 -1.408
C -1.2525 -2.6816 0.3127 -0.148
C -1.5125 -4.1393 0.8839 0.441
F -0.3123 -4.7130 1.3207 -0.324
F -1.9139 -4.9084 -0.1979 -0.285
C -2.5164 -4.1710 2.1084 0.992
F -3.1405 -2.9509 2.3583 -0.284
F -1.7354 -4.4071 3.2448 -0.356
C -3.5882 -5.3311 2.0840 0.178
F -4.1413 -5.3747 3.3615 -0.319
F -2.9117 -6.5223 1.9375 -0.266
C -4.7080 -5.2031 0.9710 0.798
F -4.6310 -4.0304 0.2398 -0.266
F -4.4485 -6.2130 0.0491 -0.310
C -6.1847 -5.5017 1.4875 0.353
F -6.2720 -6.7328 2.0862 -0.253
F -6.9522 -5.6122 0.3303 -0.295
C -6.8292 -4.3369 2.3496 0.737
F -7.0867 -4.8649 3.6025 -0.260
F -6.0125 -3.2639 2.5515 -0.192
F -8.0371 -3.9414 1.8661 -0.231
C 0.2187 -0.0335 -0.4421 -1.012
Cl -1.2755 0.1017 -1.5209 -0.178
C 1.2113 -1.0252 -1.1718 0.263
C 0.7437 -1.5410 -2.6091 -1.496
Cl 2.7246 -0.0334 -1.5778 -0.147
H 4.6377 -1.5309 6.0878 0.402
H 4.7933 -0.0359 2.1176 0.398
H 5.0843 -1.7743 1.7363 0.075
H 3.0599 -1.5061 0.6678 -0.086
H 2.4364 -1.9964 2.2885 0.323
H 2.7929 0.6534 2.8447 0.873
H 2.6258 0.8551 0.9922 0.541
H -1.5195 0.8057 4.1742 0.305
H 0.1188 -2.3851 4.3844 0.358
H -0.1393 2.1491 3.2811 0.459
H 2.8714 2.7932 2.9587 0.169
H 2.1130 3.6164 0.9295 0.133
H -0.4468 4.3021 0.7928 0.527
H 0.2213 3.0825 -0.3105 0.261
H -1.3684 3.9788 -1.6512 0.128
H -2.6659 2.3822 -1.8899 0.394
H -2.1900 5.8891 -0.7878 0.325
H -2.3673 5.2506 0.8828 0.377
H -4.3081 4.9889 -1.4047 0.258
H -4.5392 4.3001 0.1270 0.177
H -3.7244 0.9149 2.1312 0.360
H -3.5672 2.5039 4.6653 0.322
H -2.1018 -0.5560 1.9017 0.705
H -0.7877 -2.1395 2.3585 0.342
H 0.6787 -2.4860 1.2572 0.222
H -2.2583 -2.2125 0.2154 0.360
H -0.7009 -2.8428 -0.6437 -0.190
H 0.6709 0.9879 -0.4524 0.741
H 1.5015 -1.9450 -0.6133 0.400
H -0.1398 -2.2217 -2.5695 0.466
H 1.6091 -2.1818 -2.9612 0.399
H 0.6673 -0.7148 -3.3589 0.393
C 0.5681 6.2507 -5.8111 -0.662
C 0.6141 6.9441 -7.0175 -0.417
C -0.5264 7.5638 -7.5072 -0.706
C -1.7214 7.4829 -6.7986 0.398
C -1.7739 6.7676 -5.6015 -0.020
C -0.6225 6.1617 -5.1048 -0.221
C -3.0523 6.6313 -4.8601 0.437
O -3.0978 6.0093 -3.8121 -0.678
C -4.2747 7.2567 -5.4196 0.120
C -5.4933 7.0903 -4.7663 -0.373
C -6.6403 7.6826 -5.2749 -0.601
C -6.5737 8.4516 -6.4335 -0.455
C -5.3631 8.6158 -7.0912 -0.630
C -4.2128 8.0117 -6.5922 0.351
C -2.9310 8.1651 -7.3232 0.533
O -2.8721 8.8324 -8.3366 -0.664
H 1.4623 5.7747 -5.4250 0.404
H 1.5419 7.0025 -7.5747 0.394
H -0.4846 8.1069 -8.4441 0.479
H -0.6546 5.6164 -4.1689 0.583
H -5.5508 6.4957 -3.8623 0.431
H -7.5885 7.5476 -4.7675 0.417
H -7.4691 8.9197 -6.8259 0.396
H -5.3172 9.2114 -7.9953 0.475
C 3.8054 -5.1455 -5.2825 -0.663
C 4.0502 -6.0445 -6.3176 -0.561
C 3.1133 -7.0216 -6.6255 -0.724
C 1.9334 -7.1109 -5.8913 0.520
C 1.7008 -6.2251 -4.8391 -0.015
C 2.6348 -5.2361 -4.5453 -0.398
C 0.4724 -6.3370 -4.0152 0.386
O 0.2714 -5.5590 -3.0990 -0.736
C -0.4988 -7.4147 -4.3199 0.144
C -1.6285 -7.5692 -3.5203 -0.590
C -2.5496 -8.5668 -3.8059 -0.660
C -2.3511 -9.4088 -4.8969 -0.470
C -1.2241 -9.2624 -5.6932 -0.690
C -0.2904 -8.2721 -5.4019 0.412
C 0.9292 -8.1476 -6.2392 0.544
O 1.1061 -8.8841 -7.1890 -0.668
H 4.5327 -4.3766 -5.0478 0.582
H 4.9715 -5.9811 -6.8853 0.452
H 3.3049 -7.7161 -7.4352 0.497
H 2.4516 -4.5374 -3.7372 0.485
H -1.7898 -6.9145 -2.6716 0.844
H -3.4257 -8.6887 -3.1792 0.442
H -3.0750 -10.1832 -5.1231 0.392
H -1.0716 -9.9234 -6.5384 0.479
C 12.4787 -1.1861 -3.4016 -0.469
C 12.7276 -2.0839 -4.4363 -0.483
C 11.7949 -3.0627 -4.7475 -0.532
C 10.6136 -3.1556 -4.0173 0.197
C 10.3749 -2.2704 -2.9639 0.167
C 11.3058 -1.2788 -2.6663 -0.531
C 9.1434 -2.3876 -2.1449 0.545
O 8.9314 -1.6148 -1.2292 -0.678
C 8.1768 -3.4703 -2.4566 0.205
C 7.0447 -3.6297 -1.6621 -0.890
C 6.1282 -4.6297 -1.9523 -0.560
C 6.3334 -5.4701 -3.0434 -0.538
C 7.4627 -5.3189 -3.8348 -0.758
C 8.3922 -4.3250 -3.5380 0.430
C 9.6150 -4.1946 -4.3702 0.515
O 9.7966 -4.9305 -5.3206 -0.657
H 13.2043 -0.4163 -3.1656 0.403
H 13.6500 -2.0180 -5.0016 0.400
H 11.9908 -3.7560 -5.5571 0.470
H 11.1191 -0.5811 -1.8584 0.460
H 6.8786 -2.9763 -0.8134 0.726
H 5.2496 -4.7553 -1.3290 0.500
H 5.6124 -6.2463 -3.2729 0.565
H 7.6209 -5.9782 -4.6806 0.503
C -2.4700 1.8962 11.7988 -0.522
C -2.8046 2.8214 12.7839 -0.459
C -3.2959 4.0694 12.4282 -0.576
C -3.4436 4.4022 11.0851 0.288
C -3.0853 3.4831 10.0968 0.112
C -2.6090 2.2255 10.4584 -0.535
C -3.1908 3.8411 8.6613 0.520
O -2.8826 3.0381 7.7963 -0.685
C -3.6705 5.1963 8.2954 0.115
C -3.7199 5.5653 6.9554 -0.613
C -4.1796 6.8244 6.5972 -0.619
C -4.6006 7.7179 7.5788 -0.464
C -4.5475 7.3562 8.9178 -0.679
C -4.0734 6.0982 9.2802 0.464
C -3.9872 5.7335 10.7162 0.528
O -4.3500 6.5127 11.5753 -0.664
H -2.0949 0.9184 12.0785 0.396
H -2.6837 2.5671 13.8305 0.408
H -3.5599 4.7844 13.1987 0.471
H -2.3421 1.5040 9.6953 0.478
H -3.3961 4.8730 6.1873 0.699
H -4.2123 7.1112 5.5521 0.451
H -4.9663 8.6991 7.2987 0.394
H -4.8715 8.0563 9.6788 0.489